No. 1
50
Properties=species:S:1:pos:R:3:nbo_charge:R:1 method="wB97M-V/def2-TZVPD" energy_ha=-1728.98718 fmax_ev_per_a=3.1 total_charge=-1 orbital_gap_ev=7.7 e_lumo_ha=0.1064 homo_energy_ev=-4.8495
C 3.775 -0.389 1.523 -0.63
C 4.778 -0.928 0.403 -0.53
C 5.036 0.098 -0.747 0.81
O 6.121 0.125 -1.285 -0.58
O 4.065 0.966 -1.220 -0.54
C 2.912 0.221 -1.703 -0.09
C 1.735 1.153 -2.201 -0.99
Al 0.027 0.395 -1.304 1.35
C -1.649 1.127 -2.255 -0.61
O -2.380 2.144 -1.491 -0.53
C -3.151 1.619 -0.493 0.34
C -3.903 0.371 -0.539 -0.30
C -4.672 -0.124 0.602 -0.20
C -4.678 0.666 1.830 -0.27
C -3.963 1.936 1.926 -0.22
C -3.202 2.401 0.762 -0.28
B 0.163 0.927 0.713 0.60
O 0.634 2.264 1.006 -0.99
O -0.161 0.060 1.811 -0.75
C -0.040 0.781 3.065 -0.27
C 0.178 -1.663 -1.559 -0.68
Cl 0.580 -1.929 -3.357 -0.17
C -1.165 -2.430 -1.232 -0.43
C -0.963 -3.313 0.068 -0.62
H 4.133 -0.714 2.542 0.20
H 2.746 -0.834 1.424 0.23
H 3.740 0.736 1.474 0.23
H 5.730 -1.283 0.881 0.23
H 4.284 -1.840 -0.044 0.24
H 3.151 -0.533 -2.499 0.19
H 2.520 -0.370 -0.820 0.15
H 1.883 2.208 -1.830 0.23
H 1.614 1.149 -3.314 0.21
H -2.315 0.309 -2.667 0.17
H -1.262 1.659 -3.177 0.19
H -3.876 -0.250 -1.458 0.22
H -5.204 -1.095 0.515 0.22
H -5.220 0.327 2.746 0.21
H -3.942 2.586 2.829 0.21
H -2.648 3.372 0.814 0.21
H -0.140 2.861 1.012 0.49
H 1.009 1.105 3.281 0.18
H -0.734 1.669 3.108 0.17
H -0.379 0.086 3.887 0.17
H 1.000 -2.055 -0.892 0.20
H -2.072 -1.773 -1.178 0.20
H -1.335 -3.155 -2.082 0.20
H -1.835 -4.024 0.158 0.19
H -0.037 -3.953 -0.007 0.20
H -0.888 -2.667 0.979 0.22

***

No. 2
69
Properties=species:S:1:pos:R:3:nbo_charge:R:1 method="wB97M-V/def2-TZVPD" energy_ha=-3527.34596 fmax_ev_per_a=1.9 total_charge=-2 orbital_gap_ev=3.8 e_above_lowest_kcal_mol=37.5 e_lumo_ha=0.1127 homo_energy_ev=-0.7421
Sn -0.357 0.053 -0.729 1.46
C 1.917 3.616 -2.544 -0.68
C 1.635 2.114 -2.492 0.46
O 0.449 1.814 -2.159 -0.84
C 2.692 1.265 -2.808 -0.50
C 2.688 -0.156 -2.967 0.23
C 4.005 -0.797 -3.352 -0.67
N 1.636 -0.914 -2.869 -0.33
N 1.872 -2.231 -3.192 -0.53
C 0.800 -2.976 -3.336 0.52
O -0.419 -2.650 -3.190 -0.77
C 1.085 -4.387 -3.752 0.03
C 2.284 -5.029 -3.450 -0.22
C 2.492 -6.347 -3.826 -0.23
C 1.510 -7.048 -4.516 -0.26
C 0.316 -6.411 -4.827 -0.24
C 0.100 -5.099 -4.434 -0.23
H 1.081 4.134 -2.076 0.21
H 2.016 3.960 -3.577 0.20
H 2.835 3.858 -2.005 0.20
H 3.641 1.753 -3.001 0.18
H 4.810 -0.061 -3.353 0.18
H 3.931 -1.260 -4.337 0.22
H 4.236 -1.588 -2.637 0.22
H 3.045 -4.475 -2.916 0.23
H 3.427 -6.840 -3.581 0.19
H 1.676 -8.079 -4.810 0.19
H -0.450 -6.945 -5.381 0.19
H -0.833 -4.595 -4.651 0.23
S -1.978 4.655 -0.061 0.32
C -3.144 3.897 -1.061 -0.42
C -2.942 2.554 -1.166 -0.29
C -1.815 2.064 -0.444 -0.42
C -1.192 3.094 0.201 -0.31
C 0.026 3.007 0.977 0.20
C 0.479 4.018 1.838 -0.26
C 1.657 3.833 2.534 -0.16
C 2.363 2.646 2.375 -0.29
C 1.853 1.695 1.506 0.09
N 0.727 1.872 0.828 -0.50
H -3.914 4.509 -1.511 0.21
H -3.593 1.920 -1.755 0.21
H -0.117 4.914 1.955 0.21
H 2.022 4.602 3.205 0.20
H 3.281 2.466 2.917 0.22
H 2.347 0.744 1.346 0.23
Cl -3.057 -1.943 1.491 0.00
C -4.289 -1.930 0.220 -0.40
Cl -3.655 -1.224 -1.269 0.02
H -5.127 -1.330 0.554 0.21
H -4.577 -2.955 0.020 0.21
O 1.436 -0.904 3.432 -0.71
C 0.361 -0.647 2.873 0.76
O 0.022 -0.859 1.681 -0.79
C -0.705 0.037 3.751 -0.12
C -0.631 -0.076 5.128 -0.12
C -1.578 0.560 5.929 -0.02
C -2.570 1.351 5.374 -0.18
C -2.634 1.449 3.998 0.06
C -1.718 0.796 3.175 -0.14
N -3.700 2.242 3.413 0.52
O -4.322 2.995 4.152 -0.42
O -3.935 2.110 2.234 -0.34
N -1.537 0.402 7.363 0.53
O -2.365 0.992 8.040 -0.41
O -0.682 -0.315 7.847 -0.38
H 0.163 -0.655 5.577 0.27
H -3.288 1.852 6.004 0.26
H -1.792 0.885 2.097 0.29

***

No. 3
4
Properties=species:S:1:pos:R:3:nbo_charge:R:1 method="wB97M-V/def2-TZVPD" energy_ha=-1527.63849 fmax_ev_per_a=1.6 total_charge=-1 multiplicity=2 orbital_gap_ev="9.5 / 5.3" e_above_lowest_kcal_mol=2.2 e_lumo_ha="0.1176 / -0.0221" homo_energy_ev="-6.3480 / -5.9164"
Ag 0.252 -0.011 0.457 0.95
Cl 2.567 1.012 -0.520 -0.74
Cl -1.136 0.426 -1.715 -0.46
Cl -1.684 -1.427 1.778 -0.75

***

No. 4
25
Properties=species:S:1:pos:R:3:nbo_charge:R:1 method="wB97M-V/def2-TZVPD" energy_ha=-824.60477 fmax_ev_per_a=4.8 orbital_gap_ev=9.2 e_above_lowest_kcal_mol=92.4 e_lumo_ha=0.0304 homo_energy_ev=-8.4023
C 1.349 0.656 -0.260 -0.24
C 2.353 1.161 0.447 -0.18
C 2.493 -1.461 -0.691 -0.13
C 1.360 -0.798 -0.726 -0.27
C -3.511 0.547 0.017 -0.36
C 3.445 0.255 1.055 -0.44
C 3.738 -0.973 0.075 -0.44
C -4.363 -0.642 0.050 -0.67
C -2.382 0.525 -0.887 -0.61
O -1.573 -1.098 1.162 -0.95
S -1.716 0.301 0.808 1.17
H 0.655 1.374 -0.783 0.20
H 2.288 2.243 0.658 0.21
H 2.586 -2.523 -1.071 0.20
H -4.105 1.448 0.293 0.24
H 4.362 0.873 1.260 0.21
H 3.109 -0.036 1.991 0.22
H 4.010 -1.932 0.531 0.22
H 4.482 -0.797 -0.644 0.21
H -4.548 -1.120 -0.909 0.22
H -5.474 -0.521 0.361 0.23
H -4.023 -1.563 0.726 0.25
H 0.681 -1.082 -1.525 0.21
H -2.310 -0.211 -1.725 0.25
H -1.844 1.449 -1.259 0.24